Below is one molecule with the formula C6H6N4O, with properties calculated with the ωB97M-V functional and the def2-TZVPD basis.

Strongest force on any atom, Eh/bohr: 0.048
Electronic energy, eV: -14326.1941
Molecular weight, g mol⁻¹: 150.14
Energy relative to the best compared isomer or geometry (same formula, charge and spin), eV: 1.322
LUMO, eV: 0.178

Positions of all 17 atoms, in Å:
O -0.381 -0.887 3.379
N -1.458 1.457 -0.169
N 1.261 -1.521 1.953
N -0.482 0.836 -0.840
N 1.113 -0.995 -0.387
C -0.467 -0.001 1.179
C -0.536 1.074 -2.223
C 0.077 -0.161 -0.089
C 0.049 -0.829 2.271
C -1.445 0.979 1.041
C 1.678 -1.571 0.731
H 2.533 -2.138 0.392
H -1.609 0.981 -2.628
H 0.194 0.332 -2.668
H 1.664 -1.045 -1.271
H -0.073 2.079 -2.379
H -2.118 1.409 1.707

---

Below is C22H26N5O2PReS4 as an isolated structure, with properties calculated with the ωB97M-V functional and the def2-TZVPD basis.

Strongest force on any atom, Eh/bohr: 0.009
Electronic energy, eV: -89540.2996
Molecular weight, g mol⁻¹: 737.93
Energy relative to the best compared isomer or geometry (same formula, charge and spin), eV: 0.337
Spin multiplicity: 3
Expectation value of S²: 2.028
LUMO (spin up / spin down), eV: -3.591 / -4.238
Charge: +1

Positions of all 61 atoms, in Å:
Re -0.069 -0.366 -0.967
S -1.228 3.257 0.960
S 1.391 1.142 0.200
S -0.514 1.025 -2.854
S -2.938 2.530 -3.464
P 0.390 2.394 1.509
O 0.239 1.400 2.767
O 1.468 3.473 1.961
N -0.452 -1.206 0.946
N 1.636 -1.140 -2.057
N -0.860 -2.081 -1.968
N -1.899 0.386 -0.424
N -2.700 1.171 -1.233
C -1.602 -0.800 1.534
C -0.028 -2.692 -2.835
C -2.524 -3.727 -2.401
C -0.404 -3.849 -3.496
C 3.742 -0.838 -3.137
C -2.080 -2.588 -1.760
C 0.396 -1.984 1.639
C 2.824 3.138 2.333
C 3.786 3.580 1.256
C -4.422 2.955 -2.539
C 2.154 -2.374 -4.037
C 0.640 1.737 5.121
C 2.840 -0.556 -2.129
C 3.388 -1.747 -4.116
C -0.348 1.904 3.992
C 0.120 -2.409 2.918
C -1.669 -4.371 -3.279
C -2.119 1.500 -2.341
C -1.940 -1.202 2.824
C 1.305 -2.064 -2.991
C -2.413 0.066 0.720
C -1.072 -2.013 3.520
H -1.978 -5.274 -3.788
H -0.643 2.945 3.859
H -1.254 1.321 4.164
H 3.012 3.679 3.261
H 1.849 -3.078 -4.796
H 0.186 2.058 6.060
H 1.317 -2.249 1.138
H 1.531 2.341 4.951
H -4.150 3.375 -1.574
H -1.312 -2.335 4.524
H 4.057 -1.965 -4.938
H 4.696 -0.331 -3.153
H -3.520 -4.098 -2.207
H 4.806 3.333 1.555
H 3.721 4.657 1.108
H 2.897 2.068 2.540
H -4.936 3.701 -3.141
H 0.941 0.694 5.223
H 0.833 -3.031 3.439
H -2.869 -0.859 3.258
H 3.568 3.085 0.310
H -3.376 0.455 1.019
H -5.057 2.084 -2.402
H 3.064 0.165 -1.356
H 0.286 -4.345 -4.162
H -2.706 -2.046 -1.064

---

Below is a 2-piece molecular cluster, C3H5P overall, with properties calculated with the ωB97M-V functional and the def2-TZVPD basis.

Strongest force on any atom, Eh/bohr: 0.090
Electronic energy, eV: -12474.0941
Molecular weight, g mol⁻¹: 72.05
Energy relative to the best compared isomer or geometry (same formula, charge and spin), eV: 4.544
LUMO (spin up / spin down), eV: -2.344 / -2.345

Positions of all 9 atoms, in Å:
P 3.480 -0.162 -0.086
C -2.010 -0.123 0.200
C 0.789 0.178 0.195
C 1.798 -0.274 -0.409
H -2.188 0.896 0.178
H 3.579 1.026 -0.975
H -2.507 -0.538 1.051
H -0.897 -0.410 0.581
H -2.043 -0.592 -0.736

---

Below is C21H65B4KNO7Pb as an isolated structure, with properties calculated with the ωB97M-V functional and the def2-TZVPD basis.

Strongest force on any atom, Eh/bohr: 0.094
Electronic energy, eV: -62917.5224
Molecular weight, g mol⁻¹: 733.30
LUMO, eV: 1.680
Charge: -1

Positions of all 100 atoms, in Å:
Pb -2.215 -4.182 0.176
K 1.079 -0.554 0.076
O 3.875 -1.541 -1.411
O 1.709 -1.046 -3.043
O 4.439 0.285 5.698
O 2.401 1.661 0.335
O -2.932 -0.186 -3.151
O 5.689 2.470 3.780
O -0.171 1.476 1.714
N -3.932 0.653 -2.668
C -4.684 1.588 -4.966
C 5.952 2.232 5.203
C -5.590 -0.638 -3.966
C -2.524 1.477 -0.713
C 4.734 1.632 6.024
C -5.059 0.829 -3.609
C 5.848 1.310 2.997
C -4.690 2.545 -1.322
C 4.076 -1.660 -2.842
C 0.806 2.628 1.876
C -6.281 1.514 -2.909
C 4.791 -2.256 -0.554
C -2.446 2.729 -2.756
C -5.850 2.848 -2.283
C 3.176 -0.003 5.259
C -3.411 1.816 -1.877
C 0.598 -1.040 -3.845
C 2.712 -1.932 -3.524
C 3.054 2.627 -0.508
C 2.133 1.958 1.655
C -1.259 1.460 2.564
B 0.019 -5.633 0.413
B -1.546 -1.975 -0.654
B 0.926 -2.254 2.745
B -2.226 -3.315 2.791
H -2.037 -2.589 3.566
H 2.906 0.744 4.513
H 4.542 -0.748 -3.215
H 4.350 -2.674 0.351
H -2.349 -4.271 3.276
H -1.817 0.529 2.458
H -1.954 3.503 -2.167
H -5.934 -1.053 -3.018
H -2.912 3.235 -3.602
H -0.166 -0.435 -3.357
H -2.714 -0.649 -2.339
H -1.929 2.294 2.355
H -1.079 -1.144 -1.160
H -7.013 1.762 -3.677
H -5.054 2.017 -0.441
H -0.863 -5.875 0.986
H -4.874 -1.331 -4.407
H 6.837 0.937 2.730
H -2.586 -1.736 -0.499
H -1.460 1.284 -0.855
H -0.965 1.447 3.613
H -0.218 -4.892 -0.335
H 1.810 -1.728 3.071
H 5.543 -1.547 -0.208
H 5.591 1.681 2.005
H 4.138 2.660 -0.401
H 4.709 -2.432 -3.279
H 2.489 3.556 -0.433
H 5.227 0.451 3.254
H 2.922 -1.912 -4.593
H 0.686 3.509 1.246
H 5.376 -3.061 -0.997
H 3.034 2.492 1.959
H -4.984 2.636 -4.954
H 5.027 1.474 7.062
H 0.807 -5.286 1.063
H -3.072 -3.033 2.183
H -2.970 0.614 -0.218
H 0.157 -2.034 -3.921
H 3.035 -1.048 4.983
H 0.858 -2.197 1.669
H -6.649 3.268 -1.672
H 0.861 -0.633 -4.821
H -5.457 3.562 -3.007
H -3.601 1.593 -5.084
H 0.753 2.946 2.917
H -6.414 -0.710 -4.676
H -4.232 3.465 -0.957
H 1.100 -3.248 3.126
H 3.859 2.279 5.961
H -2.504 2.302 0.000
H 2.422 0.115 6.038
H -1.485 -2.789 -1.360
H 0.395 -6.562 0.014
H 2.274 -2.916 -3.358
H -6.690 0.858 -2.140
H -1.381 -3.348 2.121
H -0.020 -1.890 3.113
H 6.235 3.222 5.560
H 6.850 1.625 5.318
H 3.135 2.291 -1.542
H -1.080 -2.220 0.288
H -1.735 2.070 -3.255
H -5.108 1.015 -5.790
H 2.178 1.036 2.234

---

Below is C14H9F5HfNO4S6 as an isolated structure, with properties calculated with the ωB97M-V functional and the def2-TZVPD basis.

Strongest force on any atom, Eh/bohr: 0.028
Electronic energy, eV: -104256.0520
Molecular weight, g mol⁻¹: 721.11
Energy relative to the best compared isomer or geometry (same formula, charge and spin), eV: 0.729
LUMO, eV: 2.400
Charge: -1

Positions of all 40 atoms, in Å:
Hf -0.687 0.540 1.041
S -2.242 5.018 0.418
S -2.445 2.077 -0.111
S -1.251 1.786 3.158
S -1.801 7.493 2.010
S -1.291 4.771 3.104
S 1.832 1.268 0.128
F -3.198 -1.955 3.495
F -1.120 -1.413 3.188
F -2.808 -1.435 0.233
F -2.006 -3.066 2.063
F -3.809 -0.265 1.779
O 1.550 -3.013 0.888
O -0.003 -1.410 0.677
O 3.149 1.807 0.001
O 0.636 2.159 0.063
N 1.491 0.525 1.504
C 1.162 -1.884 1.072
C 1.544 0.172 -1.249
C 0.792 -2.853 -4.196
C -1.817 5.841 1.865
C 1.065 -1.785 -3.178
C 2.566 -0.671 -1.646
C -2.592 -0.771 1.445
C 2.319 -1.643 -2.606
C 2.032 -0.810 1.754
C 0.050 -0.911 -2.787
C -2.262 -1.843 2.535
C -1.542 3.272 2.247
C -1.999 3.387 0.981
C 0.274 0.063 -1.834
H 3.116 -2.315 -2.900
H 1.999 -1.004 2.829
H 3.072 -0.910 1.437
H -0.072 -3.452 -3.906
H 0.579 -2.421 -5.176
H 3.549 -0.577 -1.204
H -0.937 -1.000 -3.223
H 1.644 -3.524 -4.303
H -0.540 0.752 -1.592

---

Below is C20H27NS5Se2Te2Ti as an isolated structure, with properties calculated with the ωB97M-V functional and the def2-TZVPD basis.

Strongest force on any atom, Eh/bohr: 0.041
Electronic energy, eV: -245239.2364
Molecular weight, g mol⁻¹: 902.76
Energy relative to the best compared isomer or geometry (same formula, charge and spin), eV: 0.598
Spin multiplicity: 3
Expectation value of S²: 2.007
LUMO (spin up / spin down), eV: 0.230 / 0.237

Positions of all 58 atoms, in Å:
Te -4.986 -1.701 -0.004
Te -3.425 -2.195 2.138
Se -4.068 0.446 -0.904
Se -1.208 -2.482 1.007
Ti -1.705 -0.273 -0.004
S 0.523 -0.023 2.432
S -2.507 1.168 1.933
S 0.961 -0.548 -2.014
S 1.866 2.608 0.790
S -1.250 2.544 -0.841
N 0.195 -0.102 -0.669
C -1.748 1.137 3.615
C 3.231 -3.545 -0.439
C 1.618 2.553 2.609
C 1.783 1.128 3.103
C -2.432 2.992 1.643
C -0.728 -3.814 -3.751
C -2.492 -2.484 -2.800
C 3.496 -1.569 -2.378
C -0.741 0.008 3.745
C 0.064 3.820 -0.949
C -2.531 3.351 0.175
C -2.077 -3.600 -3.507
C 0.218 -2.916 -3.291
C 0.859 4.068 0.323
C -0.202 -1.815 -2.557
C 2.187 -2.669 -0.663
C 4.397 -3.445 -1.186
C -1.551 -1.583 -2.332
C 2.324 -1.698 -1.644
C 4.534 -2.454 -2.150
H -2.566 0.991 4.324
H -2.454 4.428 0.023
H 1.739 1.091 4.192
H -2.812 -4.299 -3.873
H 5.444 -2.386 -2.729
H 2.742 0.729 2.769
H -3.550 -2.302 -2.640
H -3.481 2.995 -0.231
H 3.131 -4.319 0.307
H -0.235 0.056 4.711
H 0.651 0.729 -0.287
H -1.284 2.107 3.793
H 1.266 -2.751 -0.099
H -1.241 -0.961 3.661
H 5.196 -4.152 -1.020
H -3.270 3.430 2.189
H 3.572 -0.804 -3.139
H 0.720 3.449 -1.737
H 1.268 -3.082 -3.479
H 1.539 4.907 0.163
H -0.406 4.745 -1.285
H 0.622 2.940 2.823
H 0.206 4.311 1.159
H 2.360 3.207 3.073
H -1.496 3.354 2.067
H -1.855 -0.637 -1.855
H -0.411 -4.679 -4.313

---

Below is an isolated ion of composition C4H6N3 and charge +1, with properties calculated with the ωB97M-V functional and the def2-TZVPD basis.

Strongest force on any atom, Eh/bohr: 0.100
Electronic energy, eV: -8703.0127
Molecular weight, g mol⁻¹: 96.11
Energy relative to the best compared isomer or geometry (same formula, charge and spin), eV: 5.491
LUMO, eV: -4.833
Charge: +1

Positions of all 13 atoms, in Å:
N -3.010 0.191 -0.049
N 0.577 0.210 -0.059
N -3.911 -0.374 0.260
C -1.803 0.616 -0.251
C 1.722 -0.661 -0.563
C 1.599 -0.272 0.868
C -0.813 -0.331 -0.114
H 0.691 1.185 -0.222
H -1.817 1.691 -0.305
H 1.198 -1.052 1.461
H 2.210 -0.138 -1.518
H 1.952 0.610 1.403
H 1.405 -1.674 -0.910

---

Below is C4H6HgMgO as an isolated structure, with properties calculated with the ωB97M-V functional and the def2-TZVPD basis.

Strongest force on any atom, Eh/bohr: 0.086
Electronic energy, eV: -15904.3376
Molecular weight, g mol⁻¹: 294.99
Spin multiplicity: 2
Expectation value of S²: 0.765
LUMO (spin up / spin down), eV: 3.387 / 2.232
Charge: -1

Positions of all 13 atoms, in Å:
Hg 1.473 1.244 0.535
Mg 0.988 -1.039 2.804
O -0.104 0.855 1.927
C -1.306 -0.679 0.640
C -0.853 1.817 -0.737
C -0.805 0.527 -0.989
C -1.414 0.277 1.824
H -2.081 1.138 1.634
H -0.829 -1.570 0.187
H -0.682 1.917 0.728
H -0.719 2.703 -1.360
H -1.949 -0.104 2.709
H -2.289 -1.196 0.649

---

Below is C45H54BN8O5SSc as an isolated structure, with properties calculated with the ωB97M-V functional and the def2-TZVPD basis.

Strongest force on any atom, Eh/bohr: 0.071
Electronic energy, eV: -101917.8614
Molecular weight, g mol⁻¹: 874.81
Energy relative to the best compared isomer or geometry (same formula, charge and spin), eV: 0.000
LUMO, eV: 3.806
Charge: -2

Positions of all 115 atoms, in Å:
Sc 2.650 2.123 -1.312
S 0.963 4.288 -1.108
O 2.137 0.544 -0.213
O 4.805 -2.679 0.046
O 4.951 4.792 0.683
O 3.738 3.091 0.009
O 3.227 2.575 -3.237
N 3.945 -0.649 -1.040
N -3.261 -2.118 1.536
N -1.040 -2.539 -0.940
N 4.088 0.434 -1.833
N -1.826 -3.238 -0.159
N -3.822 -1.513 0.443
N -0.786 -1.850 1.594
N -1.075 -0.686 1.921
C 6.191 1.101 -4.722
C 2.491 -1.782 3.414
C 0.904 -2.798 -3.438
C 4.508 3.175 -5.204
C -4.629 -0.612 0.947
C -2.709 -4.005 -0.899
C 3.596 -2.571 3.468
C 4.241 2.353 -4.104
C 0.265 2.697 2.939
C 4.870 0.304 -2.827
C 4.228 -3.048 2.240
C -0.595 -0.779 -3.402
C 3.857 4.267 0.556
C 3.942 -2.457 1.073
C -6.010 1.416 0.836
C 1.375 4.938 0.487
C -4.660 -0.673 2.315
C 5.140 1.322 -3.833
C -3.148 -2.051 4.016
C 6.358 1.852 -5.886
C -3.709 -1.630 2.700
C 2.840 5.502 2.311
C 0.650 6.361 2.379
C -1.315 -2.876 -2.176
C 1.827 -1.415 2.067
C 0.392 5.680 1.178
C -4.364 0.868 -0.928
C -1.550 2.107 1.483
C 1.923 6.269 2.962
C -1.682 1.412 3.832
C 2.860 -1.476 0.997
C 1.242 -0.003 2.283
C -1.239 -2.718 -4.726
C 2.891 -0.527 -0.160
C 2.609 4.912 1.082
C 0.969 -3.644 1.146
C -0.569 -2.330 -3.408
C -2.453 -3.736 -2.212
C 5.532 2.936 -6.104
C -5.424 0.310 0.001
C -0.718 1.593 2.613
C -6.448 -0.509 -0.776
C -3.740 -4.840 -0.168
C 0.570 -2.380 1.942
C -0.094 0.292 2.299
B -1.986 -2.886 1.315
H 1.432 -2.645 -2.448
H -5.144 -0.015 2.958
H -2.453 0.600 3.705
H 2.057 0.746 2.435
H 0.890 2.919 2.083
H -0.700 -2.311 -5.584
H -1.844 -3.870 1.991
H 6.750 0.198 -4.500
H 3.830 5.339 2.745
H -1.530 -0.327 -3.542
H -1.998 3.095 1.650
H -4.532 -4.972 -0.878
H 4.631 -1.951 -0.630
H -6.613 0.984 1.660
H -0.585 5.812 0.729
H -2.279 2.330 3.937
H -2.820 -4.185 -3.145
H -2.175 -1.585 4.226
H -3.808 -1.664 4.833
H 5.199 -3.559 2.173
H 2.113 6.639 3.999
H -2.273 1.264 1.330
H -5.186 1.963 1.387
H 0.066 -0.353 -4.209
H -4.759 1.612 -1.658
H 0.974 -3.874 -3.663
H 0.405 -2.693 2.984
H 2.051 -1.315 4.262
H -3.084 -3.153 4.135
H -3.385 -5.807 0.178
H -1.134 -3.775 -4.845
H -1.177 1.235 4.771
H -6.864 0.119 -1.529
H 1.470 -2.237 -4.167
H -7.169 -0.995 -0.137
H -4.188 -4.303 0.677
H 5.409 -0.627 -2.867
H 1.292 -3.419 0.113
H -0.321 -0.398 -2.390
H 0.901 2.364 3.715
H -0.288 3.575 3.230
H -0.982 2.256 0.538
H -3.826 0.045 -1.415
H 1.710 -4.259 1.594
H 0.124 -4.304 1.093
H 7.138 1.603 -6.613
H -6.687 2.154 0.321
H -3.584 1.372 -0.342
H 5.565 3.534 -6.971
H 3.830 4.015 -5.287
H -2.308 -2.457 -4.809
H 3.998 -2.869 4.363
H -0.170 6.884 2.888
H -5.889 -1.237 -1.369

---

Below is C20H13Br2F6N2SbV as an isolated structure, with properties calculated with the ωB97M-V functional and the def2-TZVPD basis.

Strongest force on any atom, Eh/bohr: 0.023
Electronic energy, eV: -212534.8068
Molecular weight, g mol⁻¹: 727.84
Spin multiplicity: 2
Expectation value of S²: 1.014
LUMO (spin up / spin down), eV: -8.274 / -9.185
Charge: +2

Positions of all 45 atoms, in Å:
Sb 0.480 0.237 4.350
Br -1.388 -5.872 -1.496
Br 5.521 -1.922 -1.680
V -0.053 0.016 1.321
F -0.974 -0.380 2.999
F 1.989 0.919 5.142
F 1.399 -0.989 3.221
F -0.734 1.537 4.843
F -0.054 -1.058 5.538
F 0.762 1.320 2.671
N -0.593 -1.756 0.433
N 1.660 -0.468 0.364
C -0.959 2.660 -3.770
C 1.670 -1.649 -0.299
C 0.175 -3.609 -0.852
C -2.072 -3.574 0.007
C 2.780 0.270 0.436
C -0.969 1.707 -1.120
C -1.788 -2.347 0.566
C -0.219 1.066 -2.107
C -0.217 1.537 -3.414
C 3.954 -0.122 -0.166
C 2.809 -2.105 -0.920
C -1.863 1.929 1.169
C -1.074 -4.216 -0.717
C -2.528 3.494 -0.516
C -1.739 2.847 -1.486
C 0.382 -2.383 -0.263
C -2.594 3.039 0.801
C -1.715 3.312 -2.814
C 3.969 -1.330 -0.856
C -1.016 1.265 0.242
H -3.209 3.553 1.526
H 0.368 1.024 -4.165
H -1.930 1.603 2.203
H -3.047 -4.021 0.136
H -0.946 3.019 -4.789
H 2.824 -3.050 -1.443
H 0.957 -4.109 -1.403
H 0.362 0.187 -1.861
H -2.532 -1.814 1.144
H 2.718 1.192 1.001
H 4.839 0.493 -0.090
H -2.299 4.184 -3.079
H -3.104 4.364 -0.808